This record from OMol25 describes a 8-piece molecular cluster, C57H113N5O14 overall. The level of theory is ωB97M-V with the def2-TZVPD basis set.

Structure (ORCA input):
```
! wB97M-V def2-TZVPD RIJCOSX def2/J DEFGRID3
* xyz 0 1
H -2.36 6.84 -1.55
O -5.51 3.07 -4.47
H 2.43 -5.26 2.35
C 2.81 1.36 -3.67
H -0.23 1.28 7.93
H -6.74 -0.03 -4.71
C 0.43 -1.85 -4.99
H -0.88 0.55 9.48
O -1.46 1.46 5.80
C 5.06 1.45 -4.80
O 1.99 -2.82 0.23
C 2.01 3.34 -2.45
H 3.19 1.15 -2.67
H 0.69 -5.25 -3.70
H -4.53 1.89 -1.56
O 4.07 4.84 -3.65
H -1.45 -2.31 8.09
C -0.18 4.34 1.51
H -2.94 -0.81 9.46
H -3.20 1.78 9.31
H 3.99 3.10 -6.71
H 4.63 -4.18 5.87
C 5.03 3.00 -4.74
C -2.81 3.08 -3.43
N -2.20 0.38 6.33
C -1.89 -0.86 5.56
H -0.31 6.05 3.66
H 0.14 5.01 0.71
H 1.90 -3.40 4.59
H -1.17 5.95 -0.74
H -1.72 3.19 -3.52
H -2.39 -0.96 -3.11
H 2.21 -3.40 -6.98
C 2.07 -4.46 4.76
H 0.01 7.32 1.56
C 3.33 -4.73 2.68
C -6.75 0.50 -3.75
O 1.85 -0.96 -1.01
H 1.07 -0.81 -7.84
N 4.05 3.41 -3.74
N 3.68 -6.31 4.48
C 4.70 -7.08 3.76
C -5.50 1.62 -1.99
C 4.87 3.49 -6.20
H -2.56 2.59 7.90
H 6.57 3.11 -3.15
H 0.10 -4.22 -1.72
H 0.26 -6.88 -3.11
H -2.97 8.14 1.60
H 7.19 2.90 -4.81
H -0.97 3.66 4.11
C -1.16 6.20 2.99
H -0.08 -2.70 -8.64
C -1.75 3.84 3.36
O 3.58 -6.63 5.85
H -3.65 3.47 1.47
H -2.91 -1.63 3.77
O 0.67 -3.00 -5.61
H 2.74 -7.12 5.86
H -0.46 -3.95 -7.48
C -2.53 -2.09 6.23
O -3.35 -5.09 -3.07
H -4.01 -0.72 8.14
H -5.76 3.14 -5.40
H -4.66 -1.04 -4.00
H -7.41 1.36 -3.80
C -0.24 -5.26 -1.70
O -2.98 3.78 0.85
H -1.65 1.32 0.06
C 0.94 0.13 -1.11
C 4.43 -8.58 3.83
H 2.13 2.81 -5.84
C 4.46 -3.93 4.82
C 2.70 2.87 -3.75
H 0.68 0.34 -2.15
C -2.94 -0.81 8.37
C 4.67 -6.70 2.27
C -0.32 -0.45 -0.53
H -1.78 -0.11 1.03
H -3.28 4.06 -3.52
C -2.18 7.53 1.16
C 1.30 -2.83 -6.87
H -2.68 0.59 -2.25
H -3.01 2.64 -2.46
H 1.49 -6.20 -0.88
H -1.47 1.06 -4.28
C -2.22 -5.29 -2.82
H 6.61 4.45 -4.19
C -0.84 0.50 8.39
H -2.03 6.36 3.63
H -1.00 -0.90 -1.25
H -2.13 2.10 5.56
C 4.56 -5.22 1.94
O 0.14 -1.52 0.30
C -2.26 6.05 -0.81
H -2.60 0.11 -5.22
H 0.78 3.02 -4.73
C 1.82 3.31 -4.92
C -2.96 -0.03 -3.11
O -0.25 -1.75 -4.02
H 4.40 4.96 -2.75
C -0.40 -1.01 5.30
H 5.44 -3.99 4.34
H 3.28 0.93 -5.74
H -3.15 -2.90 8.11
H -7.04 -0.21 -2.98
C -1.41 4.88 2.28
C -1.08 0.47 0.42
H 5.56 1.10 -5.70
H -4.74 -0.74 -2.29
H -1.85 8.14 0.31
H -4.83 5.64 0.00
C 1.37 -1.87 -0.15
H 1.97 -4.69 5.82
H 4.69 4.57 -6.22
H -3.52 1.95 -6.62
H -4.62 7.37 0.14
H -4.06 1.67 7.87
C 0.48 -5.94 -0.54
C -3.05 2.62 -5.89
H -2.04 -2.98 5.85
N -4.80 1.85 -4.44
H -6.01 2.57 -2.18
H -0.18 -1.27 4.26
H 5.33 -9.20 3.92
H 1.93 4.43 -2.43
C -2.48 -2.12 7.75
H 3.89 -0.31 -4.61
H 1.87 0.81 -3.77
H 2.55 -1.19 -6.89
O 0.87 -0.82 -5.76
H -6.12 1.09 -1.27
C -2.53 0.78 -4.36
H -0.47 3.44 0.96
H 6.84 -7.56 3.93
H -0.90 8.24 2.76
H -0.33 0.86 1.12
H 6.21 -6.72 5.35
H 5.61 1.04 -3.94
H 0.63 -5.30 0.32
H 0.20 -0.17 5.64
H 1.27 1.08 -0.69
H -2.65 4.15 3.89
C 1.47 -1.31 -6.96
C -0.02 -5.82 -3.11
C -4.46 -0.28 -3.25
C 6.43 3.38 -4.20
H -1.99 2.70 -6.14
H 4.14 -2.89 4.77
H 0.98 3.00 -2.46
H 0.66 4.12 2.17
H -0.30 -0.45 8.23
H 5.78 3.27 -6.75
C -2.82 6.21 0.59
H 6.55 -5.87 3.92
C -0.95 7.40 2.07
H 5.50 -7.15 1.72
H -4.70 6.40 1.62
H 1.23 -4.96 4.27
H 0.05 -1.82 5.90
H 5.41 -4.65 2.32
H 2.61 3.07 -1.58
H 3.87 -9.02 3.00
N -2.59 5.00 1.43
C 3.43 -4.89 4.20
O -1.66 -5.29 -1.60
C -4.34 6.42 0.59
C -2.26 0.43 7.80
H 3.99 -8.89 4.78
C 0.36 -3.43 -7.97
C 3.70 0.76 -4.74
O -1.29 -5.72 -3.71
H 4.41 -5.07 0.87
H 3.06 -3.70 2.41
H -1.83 2.88 2.83
C -3.03 1.66 8.24
C -3.33 2.08 -4.47
H 0.90 -4.22 -8.49
C 6.12 -6.81 4.27
H -3.50 3.60 -6.09
H -0.01 -6.85 -0.19
H 3.75 -7.14 1.87
H 1.92 4.38 -5.09
C -5.32 0.98 -3.38
H -3.60 -2.14 5.97
H -2.21 -0.06 3.44
C -2.64 -0.67 4.24
H -3.62 -0.21 4.42
H -2.72 5.16 -1.26
*
```

HOMO = -8.06 eV
energy above the lowest of the compared OMol25 structures with the same formula, charge and spin = 0.096 eV
maximum force = 2.7 eV/A
LUMO energy = 0.277 eV

Löwdin population analysis, charges in e, atoms 1 to 2: 0.089 -0.021